Entry 1:
DFT (the ωB97M-V functional and the def2-TZVPD basis) results for a 11-piece molecular cluster, C34H83F12N7O19S4 overall.

Results
Gap between HOMO and LUMO in eV: 7.5502

The geometry in ORCA input format:
```
! wB97M-V def2-TZVPD RIJCOSX def2/J DEFGRID3
* xyz -2 1
C -0.31 -1.75 -6.88
F -0.18 -2.24 -5.63
F 0.21 -0.55 -6.86
F 0.35 -2.49 -7.80
S -2.10 -1.70 -7.47
O -2.47 -0.31 -7.91
O -2.22 -2.85 -8.45
N -3.12 -1.72 -5.98
S -3.14 -3.35 -5.78
O -1.94 -4.14 -6.11
O -3.69 -3.65 -4.45
C -4.65 -3.87 -6.95
F -5.16 -2.85 -7.69
F -4.15 -4.87 -7.73
F -5.46 -4.42 -6.16
C -1.51 1.04 3.21
F -1.67 2.14 3.91
F -1.00 -0.01 3.86
F -2.73 0.67 2.87
S -0.44 1.62 1.71
O -1.18 2.78 1.22
O 0.80 2.07 2.30
N -0.37 0.28 0.57
S 0.89 -0.50 1.01
O 1.96 -0.20 0.06
O 1.26 -0.43 2.44
C 0.43 -2.36 0.78
F -0.77 -2.65 1.34
F 0.13 -2.56 -0.57
F 1.42 -3.14 1.13
C 5.73 -4.49 -2.37
C 6.63 -3.87 -1.31
C 8.20 -4.23 -1.41
O 8.51 -5.48 -0.91
C 8.40 -6.47 -1.95
N 6.62 -2.48 -1.69
H 4.87 -3.84 -2.51
H 5.40 -5.51 -2.16
H 6.19 -4.60 -3.35
H 6.31 -4.10 -0.29
H 8.62 -3.53 -0.69
H 8.56 -4.00 -2.42
H 7.40 -6.53 -2.39
H 8.59 -7.45 -1.49
H 9.14 -6.20 -2.69
H 5.66 -2.15 -1.73
H 7.15 -1.91 -1.05
C -6.33 5.38 -1.58
C -6.35 4.01 -1.00
C -7.35 3.96 0.27
O -7.34 2.65 0.87
C -8.23 2.68 1.87
N -6.76 3.01 -2.01
H -7.17 5.56 -2.25
H -5.48 5.64 -2.22
H -6.31 6.15 -0.81
H -5.31 3.95 -0.67
H -8.36 4.21 -0.04
H -7.06 4.57 1.12
H -7.76 3.15 2.74
H -8.22 1.64 2.20
H -9.25 3.03 1.76
H -7.64 3.38 -2.34
H -7.26 2.61 -1.22
C 7.68 -5.37 6.43
C 8.76 -4.71 5.50
C 8.29 -3.43 4.73
O 7.78 -2.41 5.66
C 7.33 -1.29 5.07
N 9.81 -4.41 6.39
H 6.85 -5.68 5.80
H 7.06 -4.77 7.10
H 8.09 -6.12 7.10
H 9.14 -5.40 4.74
H 7.59 -3.62 3.92
H 9.21 -2.97 4.36
H 8.00 -0.91 4.29
H 7.12 -0.52 5.82
H 6.36 -1.44 4.59
H 9.41 -3.79 7.07
H 10.05 -5.23 6.93
C 5.98 3.76 -2.33
C 5.57 4.58 -1.21
C 5.84 6.08 -1.41
O 7.21 6.29 -1.41
C 7.85 6.63 -2.61
N 4.19 4.27 -1.01
H 5.37 3.99 -3.20
H 6.09 2.70 -2.12
H 7.02 4.02 -2.55
H 6.17 4.26 -0.36
H 5.42 6.55 -0.52
H 5.32 6.36 -2.33
H 8.88 6.28 -2.61
H 7.80 7.72 -2.64
H 7.41 6.36 -3.57
H 3.68 4.87 -0.38
H 3.84 3.36 -0.74
C -8.78 -1.42 9.46
C -8.54 0.10 9.47
C -7.13 0.45 8.93
O -6.14 0.06 9.83
C -4.84 0.41 9.50
N -9.62 0.73 8.81
H -8.65 -1.83 8.45
H -9.74 -1.65 9.91
H -8.02 -1.98 10.02
H -8.54 0.53 10.47
H -6.98 1.53 9.00
H -6.94 0.06 7.93
H -4.63 1.47 9.38
H -4.50 0.05 8.53
H -4.13 0.00 10.22
H -9.82 1.61 9.26
H -9.06 1.05 8.04
C -0.45 8.69 0.13
C 0.39 9.83 -0.50
C -0.36 10.66 -1.57
O 0.54 10.57 0.63
H -1.46 8.94 0.45
H 0.07 8.18 0.94
H -0.52 7.99 -0.70
H 1.30 9.37 -0.87
H -1.21 11.12 -1.07
H -0.61 10.16 -2.51
H 0.26 11.52 -1.81
H 1.05 11.36 0.46
C -0.59 -10.39 -4.51
C 0.53 -9.90 -3.60
C 0.57 -8.38 -3.64
O 0.01 -10.36 -2.36
H -0.73 -11.45 -4.30
H -0.32 -10.42 -5.57
H -1.60 -10.02 -4.36
H 1.46 -10.34 -3.94
H 1.56 -7.99 -3.42
H -0.20 -7.96 -3.00
H 0.35 -8.10 -4.67
H 0.44 -9.90 -1.64
C -6.64 -1.62 -1.52
C -5.35 -1.31 -0.69
O -4.43 -0.42 -1.26
O -6.61 -1.07 -2.84
H -7.50 -1.21 -0.98
H -6.83 -2.69 -1.60
H -4.74 -2.20 -0.57
H -5.51 -1.09 0.37
H -3.66 -0.34 -0.71
H -7.47 -1.15 -3.25
C -1.13 3.60 -4.15
C -1.81 4.06 -5.52
O -3.09 3.46 -5.42
O -1.55 2.31 -3.79
H -1.54 4.21 -3.35
H -0.05 3.74 -4.25
H -1.30 3.51 -6.31
H -1.71 5.13 -5.69
H -3.59 3.97 -6.06
H -1.05 2.06 -3.01
*
```

Entry 2:
DFT (the ωB97M-V functional and the def2-TZVPD basis) results for a 9-piece molecular cluster, C34H85INO10PS2 overall.

Results
Gap between HOMO and LUMO in eV: 8.0202
Structure (SMILES): CCCCCCCCN(CCCCCCCC)C(=S)SCCC[PH](O)(CCCC)CC(=O)I.CO.CO.CO.CO.CO.CO.CO.CO

The geometry in ORCA input format:
```
! wB97M-V def2-TZVPD RIJCOSX def2/J DEFGRID3
* xyz 0 1
C -0.66 6.38 -2.25
C -0.94 4.91 -2.67
C -1.90 4.77 -3.87
C -2.70 3.43 -3.90
C -1.78 2.28 -3.47
C -2.36 0.87 -3.81
C -1.58 -0.18 -2.98
C -2.40 -1.39 -2.51
N -3.48 -1.11 -1.54
C -3.12 -0.12 -0.49
C -3.78 1.26 -0.67
C -3.06 2.35 0.15
C -4.10 3.37 0.68
C -4.92 2.82 1.88
C -4.43 3.32 3.26
C -2.96 2.90 3.47
C -2.90 1.35 3.68
C -3.86 -2.29 -0.81
S -5.42 -2.69 -0.75
S -2.72 -3.39 0.08
C -1.66 -2.46 1.24
C -0.16 -2.43 0.84
C 0.26 -1.09 0.21
P 2.03 -0.60 0.39
O 2.61 -2.24 0.54
C 2.76 -0.22 2.04
C 1.67 0.04 3.16
C 1.72 1.46 3.75
C 0.45 2.31 3.45
C 1.54 1.26 0.07
C 2.76 2.10 -0.20
O 3.47 1.92 -1.08
I 3.25 3.81 1.09
H 0.36 6.68 -2.49
H -1.41 7.06 -2.65
H -0.73 6.46 -1.16
H 0.02 4.46 -2.93
H -1.28 4.38 -1.78
H -1.28 4.76 -4.77
H -2.56 5.64 -3.94
H -3.50 3.53 -3.15
H -3.16 3.28 -4.87
H -0.81 2.34 -3.98
H -1.69 2.31 -2.39
H -3.44 0.82 -3.69
H -2.14 0.69 -4.86
H -0.80 -0.58 -3.64
H -1.03 0.30 -2.16
H -1.68 -2.16 -2.20
H -2.88 -1.79 -3.41
H -3.54 -0.49 0.44
H -2.05 -0.02 -0.31
H -3.95 1.53 -1.72
H -4.78 1.15 -0.23
H -2.34 2.92 -0.43
H -2.53 1.84 0.96
H -4.80 3.51 -0.15
H -3.61 4.31 0.93
H -5.96 3.13 1.72
H -4.88 1.73 1.82
H -5.03 2.80 4.01
H -4.59 4.40 3.31
H -2.56 3.35 4.38
H -2.31 3.21 2.66
H -3.90 0.91 3.62
H -2.26 0.86 2.94
H -2.51 1.12 4.67
H -1.71 -3.00 2.19
H -2.00 -1.45 1.46
H 0.40 -2.55 1.78
H 0.11 -3.28 0.22
H -0.33 -0.28 0.66
H -0.01 -1.12 -0.86
H 2.82 -0.49 -0.79
H 2.46 -2.64 -0.34
H 3.44 0.64 2.03
H 3.36 -1.08 2.33
H 1.88 -0.68 3.94
H 0.70 -0.12 2.69
H 2.63 1.98 3.46
H 1.76 1.38 4.84
H 0.67 3.23 2.92
H -0.25 1.73 2.84
H -0.05 2.58 4.39
H 0.98 1.69 0.90
H 0.93 1.36 -0.84
C -2.27 -4.90 -4.73
O -2.16 -3.80 -5.65
H -2.94 -4.60 -3.93
H -2.68 -5.77 -5.25
H -1.29 -5.13 -4.32
H -1.57 -4.08 -6.35
C 0.30 -7.76 -3.03
O 0.42 -6.67 -3.95
H -0.38 -7.45 -2.23
H -0.12 -8.63 -3.53
H 1.27 -8.00 -2.60
H 1.01 -6.96 -4.65
C -0.31 -0.30 6.61
O -0.50 -0.57 5.22
H -0.07 0.76 6.72
H -1.23 -0.52 7.17
H 0.51 -0.90 7.01
H -0.71 -1.50 5.14
C -2.67 -1.53 -7.89
O -2.58 -0.41 -8.77
H -3.34 -1.26 -7.07
H -3.08 -2.40 -8.41
H -1.69 -1.77 -7.48
H -1.99 -0.66 -9.49
C 5.94 1.43 -3.45
O 6.56 1.34 -4.73
H 6.46 0.75 -2.77
H 6.02 2.44 -3.06
H 4.89 1.13 -3.51
H 6.09 1.94 -5.32
C 5.96 -4.09 0.32
O 5.33 -4.65 1.47
H 6.99 -4.42 0.31
H 5.46 -4.43 -0.59
H 5.93 -3.00 0.38
H 4.41 -4.34 1.47
C 4.98 0.27 5.70
O 4.29 1.53 5.71
H 4.23 -0.51 5.69
H 5.61 0.19 4.81
H 5.59 0.17 6.60
H 4.96 2.22 5.72
C 6.31 -3.22 6.87
O 6.39 -2.13 5.96
H 5.65 -2.93 7.69
H 5.91 -4.10 6.38
H 7.30 -3.44 7.28
H 6.98 -2.39 5.25
*
```